[1]
The following is a DFT calculation (ωB97M-V with the def2-TZVPD basis set) of 2 unconnected molecules or ions with the total composition C4H9N.

Computed properties:
largest force on an atom: 3.6 eV/A
energy above the lowest of the compared OMol25 structures with the same formula, charge and spin: 393.9 kJ/mol
frontier orbital gap (spin up / spin down): 8.3 / 9.3 eV
<S²>: 0.7594

ORCA input file:
```
! RIJCOSX wB97M-V def2-TZVPD def2/J DEFGRID3
* xyz 1 2
N -1.68962 -0.60501 0.73159
C -0.51563 -0.03595 0.34950
C 0.00764 0.98736 1.19564
C -0.04832 -0.53346 -0.93514
C 1.39123 -0.28192 -1.18563
H 1.60514 -0.44424 -2.23131
H 1.01677 1.33665 1.02402
H -0.48507 -1.49187 -1.18012
H -0.70874 1.76730 -0.26061
H 2.00380 -0.95296 -0.56633
H 1.71434 0.71942 -0.83331
H -1.95790 -0.31618 1.65737
H -2.16831 -1.06274 -0.02610
H -0.16535 0.91360 2.26043
*
```

Results of the Löwdin charge analysis, in e, for atoms 1 through 2: 0.18 -0.42

***

[2]
The following is a DFT calculation (ωB97M-V with the def2-TZVPD basis set) of 6 unconnected molecules or ions with the total composition C49H65F42N3O12PS.

Computed properties:
largest force on an atom: 8.5 eV/A
frontier orbital gap: 6.3 eV

ORCA input file:
```
! RIJCOSX wB97M-V def2-TZVPD def2/J DEFGRID3
* xyz 1 1
S 8.00325 -1.46252 1.84399
P 0.76829 -0.83389 -5.56612
F -1.30601 6.10630 -7.14802
F 3.44898 -4.79963 6.16002
F 2.16600 3.67388 5.48518
F 2.02228 5.55905 6.54908
F -1.57712 11.49376 -7.56600
F -3.82240 -8.45694 4.22456
F 0.03206 -4.94132 -2.87195
F -4.98260 -6.86634 1.18197
F -5.28071 4.24729 -7.05056
F -3.86197 -8.91850 1.46271
F -4.53794 8.50732 -8.46915
F -3.89213 -10.76230 2.60089
F -1.27589 13.18407 -6.24385
F 0.73524 -6.04747 9.81264
F -4.29214 12.38488 -7.95716
F -7.54107 -8.11259 1.34081
F 4.45744 3.12454 4.67793
F 0.81651 4.96542 -5.72123
F -2.77218 13.82901 -8.54624
F -3.24282 10.23744 -8.65829
F -4.91936 10.24523 -6.35324
F 1.42116 -5.71016 7.77339
F 2.61982 -3.97723 9.74280
F 3.00460 4.41978 8.85161
F -1.04971 3.94303 -5.25778
F -3.57095 3.27577 -6.11928
F 2.10836 -2.41375 5.76852
F 1.65777 -3.23105 7.72695
F -5.71603 -7.80364 3.37006
F 3.96126 -0.20319 5.84064
F 4.76635 -3.07333 6.02271
F -7.54799 -8.26826 -0.82948
F -0.71979 -2.57023 -1.22983
F 0.08155 5.06022 -8.44275
F -2.66948 5.83522 -5.24711
F -4.04490 8.34056 -5.76848
F 2.45531 1.35296 5.76023
F 3.37928 -5.74151 10.74605
F -6.55266 -5.86642 0.06774
F 4.08643 1.34144 3.48389
F -4.66455 5.29886 -4.58498
F 4.38351 4.26483 7.17561
O -5.78406 -10.11366 1.63389
O 4.25815 1.58931 7.11893
O -1.56756 -3.18277 -3.36237
O -2.73893 -1.56421 -1.98940
O 7.88234 -4.25691 1.80532
O 0.13329 -0.23512 3.80635
O -0.29964 -1.88016 -6.52625
O -2.75021 11.64044 -5.62835
O 4.13019 -5.31250 8.69975
O -1.87309 4.09083 -8.02461
O 2.18758 -0.93904 -6.23846
O 0.10587 0.79640 -5.79447
N 0.75005 -1.32130 -3.80731
N 9.06806 -3.50065 3.93039
N 8.96484 -4.90967 3.87633
C 4.52367 -4.06114 8.13071
C -3.29886 13.17619 -7.47618
C 2.04469 4.20978 6.72171
C -5.29035 -3.02417 0.59988
C 6.30102 -1.53933 1.05675
C -3.16258 -2.18045 -0.72257
C -5.98539 -9.57307 0.32554
C -4.95186 -8.90007 3.61092
C -0.45932 2.11919 2.89872
C 0.38934 1.90146 -0.50044
C -1.40270 -2.06003 -2.41706
C -0.30066 -3.77638 -3.77380
C -5.81487 -7.00803 0.12454
C -3.92533 5.59268 -5.68863
C -3.97291 4.44364 -6.68790
C -6.72007 -8.22565 0.26284
C 1.82367 -6.12661 9.00168
C 1.95761 -0.65860 -3.22355
C 5.17167 -2.34683 1.93596
C -3.17618 4.67777 -7.98005
C 4.37320 -3.33245 0.85349
C 1.00215 -2.81065 -3.83563
C -0.16022 4.18464 -6.25507
C 2.65604 -2.70683 6.97889
C 4.56783 1.77105 4.68068
C -2.64656 10.21651 -5.70711
C 3.30075 2.29726 7.91060
C -0.71498 0.61501 -2.68604
C 1.15752 -0.77530 2.89923
C 2.97588 -5.26774 9.53680
C -3.47885 9.14277 -7.89875
C -4.61965 -9.64947 2.31491
C 3.50590 -1.81825 -1.29472
C -0.72176 0.78956 -1.07335
C 8.38815 -3.11779 2.63361
C -2.22845 12.35448 -6.74773
C 8.24440 -5.42658 2.62322
C -0.29688 3.13704 0.32993
C -0.88876 0.51706 3.05310
C -0.82913 4.87500 -7.44988
C -4.78824 -1.86097 -0.49204
C -0.60140 -0.89524 -3.28851
C -1.25375 2.68966 1.58322
C -3.78508 9.50170 -6.45013
C 2.22535 -0.79675 -1.63274
C 3.19106 3.80523 7.64001
C 3.82442 -3.67154 6.81979
C 3.79116 1.14607 5.84592
C 3.15205 -2.45328 0.20260
H 0.59237 3.77618 0.80329
H 2.95427 -1.50055 0.89353
H -3.72795 4.17123 -8.78147
H -1.85182 3.66072 1.93634
H -4.46443 -3.08803 1.45904
H 5.07617 -3.69818 -0.00812
H -4.93264 -0.82983 0.07928
H 2.59509 0.26933 -1.24219
H -2.69972 9.88383 -4.66318
H -2.63468 -1.71055 0.23966
H -6.28495 -2.70263 1.15533
H 4.46566 -1.15201 -1.15901
H 5.63040 1.51934 4.73617
H 3.67344 -2.63056 -2.11980
H 0.74916 -1.02201 1.80547
H -1.14338 0.04458 1.99180
H 2.97514 -1.76479 7.43355
H 2.04166 0.50036 -3.49817
H -5.06429 -9.57924 -0.26955
H 2.11950 -7.17619 8.92186
H -0.92779 2.65120 3.85819
H -2.08295 1.89683 1.31424
H 4.51552 -3.25112 8.86989
H -0.56493 -0.16580 -0.42870
H -5.37315 -1.91505 -1.50695
H -5.43485 -4.07127 0.08923
H 5.60248 -3.05037 2.76727
H -6.63440 -10.30435 -0.17176
H 1.07713 3.91407 7.13688
H 2.90881 -1.14922 -3.75573
H 1.65257 -1.78558 3.27256
H -1.65447 9.89318 -6.04448
H -0.84273 3.89196 -0.41575
H 1.14804 1.33613 0.18879
H 5.58494 -4.19654 7.88851
H -1.05480 -2.21707 -5.96083
H -2.61560 8.47523 -7.97078
H 3.66954 2.19195 8.93832
H 7.97216 -6.51675 2.29615
H -4.32768 6.51368 -6.11975
H 0.08946 1.38513 -3.11659
H 1.75229 -3.18678 -2.98616
H 6.37469 -1.93480 -0.06687
H -5.21429 -7.05858 -0.78801
H 4.43408 -1.59739 2.49125
H 0.69770 2.29232 2.88344
H -3.74976 13.91514 -6.80825
H -1.28711 -0.85692 -4.27365
H 1.32844 -1.09511 -0.95711
H -3.16449 5.73162 -8.28316
H -0.45444 -4.25181 -4.84596
H 2.07334 -0.03246 2.71285
H 0.28333 3.22982 -6.55016
H 2.15376 -3.06768 0.21798
H -3.09746 -3.37218 -0.72320
H -1.89845 0.40759 3.68036
H 1.02121 2.36463 -1.38819
H 1.57005 -3.06074 -4.85582
H -1.75563 1.06575 -3.06609
H -0.89162 0.60673 -5.91067
H 3.98294 -4.31002 1.40680
H -1.77662 1.24012 -0.74136
H 2.32416 1.79849 7.92061
H -5.49484 -9.54299 4.30900
H 5.91777 -0.41411 0.94823
*
```

Results of the Löwdin charge analysis, in e, for atoms 1 through 2: 0.85 0.81

***

[3]
The following is a DFT calculation (ωB97M-V with the def2-TZVPD basis set) of a molecular structure, C31H43N4O3S5SeTl.

Computed properties:
largest force on an atom: 0.5 eV/A
energy above the lowest of the compared OMol25 structures with the same formula, charge and spin: 44.0 kJ/mol
frontier orbital gap: 7.2 eV

ORCA input file:
```
! RIJCOSX wB97M-V def2-TZVPD def2/J DEFGRID3
* xyz 0 1
Tl -1.15576 0.03227 -0.03546
Se -0.68269 4.82322 1.42325
S -1.18150 -0.04010 4.22363
S -0.99670 -0.25568 -4.09757
S 3.05495 0.19664 4.39768
S 1.24337 -1.62755 2.14511
S 2.14235 -2.37341 -0.92233
O -1.70179 -0.21237 -2.76636
O 0.80194 -1.71623 -1.11268
O -3.29008 -1.59866 1.45537
N -4.24973 4.50949 -1.20879
N 0.29082 2.20825 0.43988
N -2.65775 2.26786 -0.82730
N -4.77430 4.53672 1.04660
C 2.74426 -2.67187 -2.61548
C 5.01996 0.91121 0.36435
C 1.42542 0.70671 5.03804
C -5.30568 -2.20001 2.43602
C -4.29231 -1.07553 2.32533
C 2.48766 -1.50320 -3.58070
C 2.25770 2.91771 -4.02306
C -5.33780 -2.73753 0.99659
C 0.32806 0.95337 3.98891
C -3.31254 2.82065 0.16896
C -0.61001 -1.75990 4.26645
C -0.19685 -2.37461 2.93617
C 3.29547 -1.06977 -0.49072
C -0.01718 -1.79975 -4.06748
C 0.83740 1.40930 -5.24759
C 2.64786 -2.27678 3.06960
C 1.83835 2.37199 -5.23211
C 1.66952 2.51540 -2.83011
C 4.64723 -1.36466 -0.32654
C 2.95115 -1.61520 4.42041
C 0.28355 0.98750 -4.04431
C -2.76754 2.83678 -2.03419
C -3.95749 -2.34694 0.42934
C 0.68113 1.54413 -2.83937
C 3.66954 1.18726 0.21423
C -4.10388 3.96705 -0.01268
C -3.57140 3.94096 -2.20967
C 1.40349 -1.78202 -4.63091
C 5.50989 -0.36340 0.09304
C 2.79975 0.19294 -0.21682
C -0.08245 3.24533 0.83942
H -4.35420 4.42110 1.95349
H 1.96496 2.95917 -1.88608
H 2.22456 -1.90130 5.17808
H 3.03545 3.67216 -4.01336
H 2.51127 -3.35552 3.19022
H 2.23401 -3.58877 -2.92568
H -3.18541 2.38813 1.15882
H 0.47879 0.99867 -6.18638
H 3.80685 -2.90071 -2.51390
H 3.26854 2.16681 0.44720
H -4.93661 -2.96014 3.12647
H -0.65462 -2.50361 -4.60333
H 3.41876 -1.26571 -4.09491
H 3.92818 -1.95558 4.76906
H -3.67527 4.39923 -3.18650
H -6.13360 -2.25600 0.42786
H 0.20891 1.25758 -1.91285
H -0.03434 -2.03507 -3.00390
H 1.63292 1.62613 5.58473
H -3.33091 -3.20671 0.19583
H 2.27763 2.70907 -6.16293
H 0.16741 -1.86114 5.02226
H 1.59837 -2.74674 -5.10507
H -5.12565 5.46088 0.85960
H -0.04392 1.97657 4.05284
H 1.12218 -0.03257 5.77736
H 3.49313 -2.11620 2.39689
H -5.50342 -3.81278 0.95852
H 1.49378 -1.03580 -5.42272
H -2.21605 2.39365 -2.85025
H 5.02340 -2.36661 -0.50964
H 2.21259 -0.61216 -3.01139
H -3.80941 -0.79423 3.25754
H 5.69552 1.68619 0.70465
H -1.00571 -2.23197 2.21689
H -6.28046 -1.85809 2.78364
H -1.48312 -2.30181 4.64062
H 6.56273 -0.57956 0.22143
H -4.75411 -0.18425 1.87847
H -4.05195 -1.73587 -0.47270
H -0.01783 -3.44873 3.04569
H 1.74509 0.40775 -0.31848
H 0.70618 0.80700 2.98575
*
```

Results of the Löwdin charge analysis, in e, for atoms 1 through 2: 0.93 0.45

***

[4]
The following is a DFT calculation (ωB97M-V with the def2-TZVPD basis set) of a molecular structure, C53H54GeN9O5STi.

Computed properties:
largest force on an atom: 0.5 eV/A
energy above the lowest of the compared OMol25 structures with the same formula, charge and spin: 0.0 kJ/mol
frontier orbital gap: 5.9 eV

ORCA input file:
```
! RIJCOSX wB97M-V def2-TZVPD def2/J DEFGRID3
* xyz 1 1
Ge -3.08023 -0.63038 -2.99794
Ti 1.03951 -0.31045 0.53809
S 2.58812 -2.97170 1.08082
O -0.39671 -1.45365 -0.36447
O 1.00400 -3.05177 -1.04270
O 1.48646 -0.02492 -1.31619
O 1.50053 -1.98700 1.55581
O 2.37353 0.82303 -3.17602
N 3.84348 3.81733 0.84652
N 0.28932 1.19619 3.05114
N -3.09622 1.08716 0.91668
N 3.14298 0.01398 0.74843
N -0.84085 0.59061 1.16253
N 1.07956 2.36184 -0.31784
N 2.84101 5.72611 1.68030
N 1.27408 0.62654 2.28937
N 2.81025 3.75191 2.88417
C -5.55875 -1.30302 -1.65859
C -4.85696 -0.00414 -6.77779
C 4.33774 -2.48923 4.69644
C 3.17434 4.43282 1.81176
C 5.98281 -3.36172 3.16502
C 0.95496 -4.76510 2.37675
C 2.97360 4.66011 -1.36651
C -3.62952 -1.90169 -0.36909
C -2.08516 1.67131 3.00105
C -5.29030 -2.29100 -6.18256
C -4.45344 -2.32057 0.66825
C -2.19250 2.18778 4.29239
C -4.19580 0.18260 -5.57056
C 5.43643 -0.28052 0.08417
C -6.38524 -1.71743 -0.62266
C -5.40409 -1.24130 -7.08420
C -1.74787 3.40235 -2.60804
C -1.94999 0.57982 0.48398
C 0.41080 -6.02654 2.54919
C -3.40557 2.65691 4.75623
C 2.52667 3.42210 -2.14074
C 4.96669 0.46103 2.32438
C 1.84721 -4.56445 1.33547
C -4.45014 2.09878 2.66048
C -0.01677 -2.39611 -1.19020
C -2.84856 4.05113 -2.06474
C -4.62802 -2.10112 -4.97840
C 1.65564 -6.84098 0.65136
C -0.83514 1.16869 2.44230
C 5.63153 -2.92569 4.43428
C 2.19783 -5.57777 0.46054
C 3.74609 -2.94437 2.43242
C -1.26428 -1.35541 -3.15250
C 5.87687 0.13760 1.37846
C -4.07162 -0.86227 -4.65692
C 3.38272 -2.49592 3.69291
C -1.80212 2.04024 -2.88565
C -2.96182 1.30423 -2.63668
C -4.06714 1.98040 -2.11552
C 2.00929 0.94118 -2.03087
C 4.10252 -0.34218 -0.16018
C -3.22539 1.62988 2.20153
C -5.83265 -2.22548 0.54557
C 4.17575 4.42586 -0.44598
C 0.76605 -7.06230 1.69226
C 2.19717 2.23640 -1.24744
C 2.54163 0.73838 2.85734
C 3.56391 0.41528 2.01477
C -0.92333 -2.64405 -2.38013
C -4.01457 3.33795 -1.82449
C -4.53477 2.61374 3.93942
C -4.16725 -1.37702 -1.54699
C 5.03748 -3.36210 2.14963
H -0.40594 -3.35173 -3.02416
H 4.05836 2.83936 1.00623
H -1.94471 0.13092 -0.49671
H 5.30363 -3.67394 1.14627
H 0.20424 2.53621 -0.80300
H -5.92024 -1.38823 -8.02409
H -1.31058 2.20125 4.91847
H -4.01490 -2.72879 1.57058
H 3.73519 -0.69328 -1.11652
H 2.43755 6.21183 2.46256
H -7.46029 -1.65301 -0.73274
H 1.20990 3.10006 0.36053
H 0.68182 -3.94322 3.02545
H -6.47514 -2.55602 1.35159
H 2.14439 5.07486 -0.78464
H 3.25684 5.43746 -2.07954
H -3.89805 1.02159 0.30647
H 3.29026 6.29078 0.98049
H 1.91583 -7.64556 -0.02309
H -1.81778 -3.15557 -2.01124
H 6.13805 -0.56488 -0.68594
H -5.71790 -3.25734 -6.41758
H 2.84854 2.71523 2.87633
H -2.80575 5.11170 -1.85156
H 4.90167 3.76317 -0.91661
H -6.00675 -0.92541 -2.57169
H -3.77838 1.15714 -5.34056
H 2.21433 4.17972 3.57319
H -3.48332 3.05217 5.76000
H 3.32210 3.11648 -2.82360
H -0.93135 1.55543 -3.31732
H 6.93511 0.16679 1.60660
H -5.48437 2.97695 4.30846
H -4.94622 0.81683 -7.47777
H -1.12357 -1.52591 -4.22124
H -5.32257 2.04923 2.02003
H 4.07401 -2.14239 5.68721
H 4.70875 5.36188 -0.25818
H 2.86035 -5.37541 -0.37140
H -4.99250 1.43970 -1.93767
H 3.08393 1.99768 -0.65076
H -4.88612 3.84192 -1.42488
H -0.29109 -6.20512 3.35301
H 6.99362 -3.68903 2.96130
H -4.55453 -2.92890 -4.28026
H 1.66904 3.66665 -2.77213
H -2.55405 -1.99000 -0.24692
H -0.85004 3.96572 -2.83390
H 2.37850 -2.13363 3.86880
H 6.37086 -2.91924 5.22466
H 0.33825 -8.04614 1.83332
H 5.26431 0.73858 3.32839
H -0.55221 -0.57403 -2.88065
H 2.63317 0.98754 3.90678
*
```

Results of the Löwdin charge analysis, in e, for atoms 1 through 2: 1.02 1.17